{
  "formula": "C48H88F30N7O22P2S10",
  "method": "ωB97M-V with the def2-TZVPD basis set",
  "charge": -1,
  "energy_ha": -11580.60156,
  "e_lumo_ev": 0.4,
  "homo_lumo_gap_ev": 7.363,
  "mol_weight_da": 2067.82,
  "symbols": ["C", "C", "C", "C", "P", "C", "C", "C", "C", "C", "C", "C", "C", "C", "C", "C", "C", "H", "H", "H", "H", "H", "H", "H", "H", "H", "H", "H", "H", "H", "H", "H", "H", "H", "H", "H", "H", "H", "H", "H", "H", "H", "H", "H", "H", "H", "H", "H", "H", "H", "H", "H", "H", "C", "C", "C", "C", "P", "C", "C", "C", "C", "C", "C", "C", "C", "C", "C", "C", "C", "H", "H", "H", "H", "H", "H", "H", "H", "H", "H", "H", "H", "H", "H", "H", "H", "H", "H", "H", "H", "H", "H", "H", "H", "H", "H", "H", "H", "H", "H", "H", "H", "H", "H", "H", "H", "C", "C", "O", "N", "H", "H", "C", "H", "H", "H", "H", "H", "H", "C", "C", "O", "N", "H", "H", "C", "H", "H", "H", "H", "H", "H", "C", "F", "F", "F", "S", "O", "O", "N", "S", "O", "O", "C", "F", "F", "F", "C", "F", "F", "F", "S", "O", "O", "N", "S", "O", "O", "C", "F", "F", "F", "C", "F", "F", "F", "S", "O", "O", "N", "S", "O", "O", "C", "F", "F", "F", "C", "F", "F", "F", "S", "O", "O", "N", "S", "O", "O", "C", "F", "F", "F", "C", "F", "F", "F", "S", "O", "O", "N", "S", "O", "O", "C", "F", "F", "F"],
  "positions_angstrom": [[3.263, -8.403, 0.859], [4.585, -7.710, 0.646], [4.424, -6.753, -0.553], [5.636, -5.850, -0.860], [5.437, -4.765, -2.277], [3.944, -3.779, -1.929], [4.061, -2.837, -0.696], [3.058, -1.687, -0.763], [1.566, -2.030, -0.673], [5.234, -5.692, -3.863], [6.433, -6.610, -4.175], [6.169, -7.234, -5.530], [7.268, -8.213, -5.917], [6.952, -3.748, -2.345], [6.841, -2.447, -3.196], [8.250, -1.851, -3.441], [9.064, -1.426, -2.214], [3.293, -9.247, 1.548], [2.934, -8.816, -0.095], [2.536, -7.682, 1.230], [5.389, -8.446, 0.648], [4.730, -7.195, 1.595], [3.568, -6.083, -0.477], [4.175, -7.306, -1.459], [6.445, -6.426, -1.308], [6.056, -5.190, -0.101], [3.049, -4.395, -1.845], [3.878, -3.180, -2.838], [5.060, -2.414, -0.589], [4.113, -3.457, 0.198], [3.334, -1.093, -1.635], [3.212, -0.948, 0.024], [1.390, -2.961, -1.212], [0.910, -1.263, -1.085], [1.335, -2.152, 0.385], [4.995, -5.010, -4.679], [4.322, -6.271, -3.717], [6.606, -7.284, -3.336], [7.341, -6.027, -4.331], [5.984, -6.515, -6.327], [5.247, -7.815, -5.486], [7.075, -8.697, -6.875], [7.358, -9.068, -5.247], [8.194, -7.642, -5.984], [7.726, -4.397, -2.754], [7.198, -3.467, -1.320], [6.203, -1.675, -2.767], [6.331, -2.643, -4.139], [8.079, -0.959, -4.044], [8.822, -2.581, -4.012], [8.418, -0.817, -1.581], [9.990, -0.961, -2.550], [9.286, -2.295, -1.595], [-4.442, 9.560, 6.706], [-4.807, 9.068, 5.248], [-4.138, 7.810, 4.919], [-2.636, 7.698, 5.249], [-1.956, 5.958, 5.018], [-2.970, 4.881, 6.180], [-2.994, 5.247, 7.745], [-1.895, 4.675, 8.708], [-2.041, 3.167, 8.916], [-2.173, 5.507, 3.227], [-1.339, 6.352, 2.248], [-2.242, 7.446, 1.534], [-3.413, 6.920, 0.658], [-0.199, 5.758, 5.465], [0.441, 4.561, 4.687], [0.055, 3.144, 5.103], [0.791, 1.985, 4.416], [-5.233, 10.258, 6.979], [-3.449, 9.994, 6.828], [-4.368, 8.781, 7.465], [-4.473, 9.709, 4.433], [-5.891, 8.959, 5.253], [-4.394, 7.751, 3.861], [-4.642, 7.022, 5.479], [-2.457, 7.936, 6.297], [-2.137, 8.381, 4.562], [-2.496, 3.904, 6.083], [-3.943, 4.904, 5.689], [-3.895, 4.781, 8.144], [-3.011, 6.336, 7.788], [-2.039, 5.214, 9.645], [-0.909, 5.071, 8.464], [-1.218, 2.818, 9.540], [-2.089, 2.655, 7.955], [-2.977, 2.958, 9.432], [-3.242, 5.554, 3.017], [-1.854, 4.469, 3.132], [-0.991, 5.670, 1.472], [-0.398, 6.778, 2.597], [-1.540, 7.865, 0.813], [-2.533, 8.302, 2.142], [-2.961, 6.250, -0.073], [-4.091, 7.577, 0.114], [-4.138, 6.300, 1.185], [-0.142, 5.707, 6.552], [0.331, 6.693, 5.280], [1.512, 4.672, 4.852], [0.384, 4.627, 3.600], [-1.015, 3.097, 4.901], [0.224, 3.078, 6.178], [1.850, 1.888, 4.654], [0.766, 2.172, 3.342], [0.274, 1.047, 4.621], [-0.785, -4.780, 2.473], [-1.934, -3.794, 2.662], [-3.012, -3.903, 2.109], [-1.546, -2.445, 3.177], [-2.143, -2.167, 3.943], [-0.663, -2.451, 3.668], [-1.424, -1.416, 2.084], [-0.218, -5.010, 3.375], [-0.092, -4.384, 1.730], [-1.165, -5.789, 2.313], [-0.694, -0.680, 2.421], [-2.419, -0.999, 1.933], [-1.078, -1.877, 1.159], [-1.687, -0.488, -2.459], [-1.461, 0.566, -1.414], [-1.050, 0.247, -0.285], [-2.023, 1.953, -1.701], [-1.405, 2.557, -2.223], [-2.912, 1.950, -2.179], [-2.230, 2.815, -0.335], [-2.770, -0.522, -2.584], [-1.322, -1.468, -2.152], [-1.248, -0.259, -3.429], [-1.342, 3.449, -0.348], [-2.151, 2.201, 0.561], [-3.095, 3.472, -0.250], [-0.222, -8.351, -1.573], [-1.431, -8.305, -2.046], [-0.214, -8.713, -0.328], [0.462, -9.182, -2.366], [0.591, -6.505, -1.686], [0.823, -6.099, -0.314], [1.871, -6.769, -2.354], [-0.517, -5.638, -2.707], [-1.509, -4.985, -1.749], [-1.943, -5.887, -0.687], [-1.031, -3.733, -1.252], [-3.093, -4.597, -2.763], [-3.703, -5.693, -3.224], [-3.941, -3.899, -2.010], [-2.717, -3.839, -3.825], [-2.102, 5.332, -3.617], [-2.725, 6.496, -3.837], [-2.946, 4.550, -2.889], [-2.005, 4.735, -4.860], [-0.367, 5.537, -2.798], [0.494, 6.292, -3.706], [-0.629, 6.127, -1.502], [-0.004, 3.824, -2.595], [1.542, 3.948, -2.537], [2.179, 3.949, -3.846], [2.087, 4.905, -1.670], [2.058, 2.301, -1.659], [3.429, 2.285, -1.455], [1.435, 2.133, -0.472], [1.796, 1.261, -2.505], [-5.171, 0.911, 6.343], [-4.241, 1.126, 7.242], [-5.945, -0.106, 6.637], [-5.898, 2.041, 6.287], [-4.328, 0.812, 4.511], [-3.143, 1.630, 4.607], [-4.117, -0.632, 4.368], [-5.605, 1.390, 3.447], [-5.221, 2.791, 2.938], [-5.236, 3.825, 3.962], [-4.104, 2.787, 2.086], [-6.722, 3.357, 1.913], [-6.485, 4.543, 1.421], [-6.928, 2.433, 0.917], [-7.824, 3.407, 2.690], [-6.026, 0.215, -1.752], [-5.524, -0.641, -2.697], [-7.323, 0.068, -1.568], [-5.347, -0.133, -0.655], [-5.672, 2.013, -2.363], [-6.892, 2.479, -3.084], [-5.378, 2.736, -1.110], [-4.149, 1.731, -3.146], [-4.577, 1.859, -4.632], [-5.649, 0.903, -4.999], [-4.894, 3.214, -5.078], [-2.936, 1.316, -5.501], [-3.035, 1.727, -6.781], [-1.817, 1.830, -5.037], [-2.880, 0.011, -5.506], [1.948, -5.161, -9.166], [2.665, -5.926, -10.085], [1.405, -4.004, -9.668], [0.940, -5.903, -8.755], [3.065, -4.674, -7.646], [3.557, -5.910, -7.073], [4.159, -3.932, -8.238], [1.911, -3.937, -6.529], [2.646, -2.623, -6.148], [3.824, -2.856, -5.324], [2.790, -1.620, -7.222], [1.409, -1.833, -4.933], [0.166, -1.684, -5.430], [1.240, -2.625, -3.918], [1.921, -0.720, -4.353]],
  "forces_ev_per_angstrom": [[-0.55, -0.61, -0.32], [-0.54, 0.47, 0.73], [0.96, 0.54, 0.05], [0.53, -0.57, -1.26], [-1.39, 0.51, -0.43], [0.86, 0.95, -0.13], [0.65, -0.55, -0.07], [-0.15, 0.81, 0.42], [0.79, -0.52, -0.47], [0.29, 0.20, 1.23], [-0.56, 1.30, -0.63], [-0.43, -1.88, 0.07], [0.04, 0.10, -0.44], [-0.97, 0.80, -0.16], [0.52, -0.26, 0.08], [-0.56, 0.00, -0.14], [-0.98, -0.87, -0.09], [0.22, 0.09, 0.18], [-0.39, 0.04, -0.02], [-0.21, -0.13, -0.23], [0.23, 0.15, -0.84], [0.44, 0.67, -0.12], [-0.26, -0.29, 0.68], [0.16, -0.28, 0.00], [0.55, -0.56, 0.76], [-0.22, -0.34, 0.46], [0.17, -0.27, -0.28], [-0.48, 0.20, -0.20], [0.26, 0.40, -0.69], [-1.06, -0.10, 0.38], [-0.36, -0.24, -0.49], [0.53, -0.15, 0.39], [-0.44, 0.04, 0.16], [0.21, 0.00, 0.03], [-0.28, -0.25, 0.04], [0.13, 0.32, 0.05], [-0.14, -0.19, 0.00], [0.00, -0.46, -0.32], [0.19, 0.27, 0.41], [0.21, 0.31, 0.28], [-0.30, 0.11, 0.08], [-0.02, 0.35, -0.25], [0.15, 0.29, 0.47], [0.35, -0.39, -0.01], [0.13, 0.00, 0.08], [0.17, -0.22, 0.09], [-0.04, -0.17, 0.60], [0.26, -0.20, -0.26], [0.21, -0.09, -0.29], [0.09, 0.10, -0.26], [0.39, 0.59, -0.03], [-0.15, 0.22, 0.39], [0.36, -0.11, -0.03], [-0.21, 0.31, -0.92], [0.84, 1.54, 2.32], [-0.19, -2.37, 0.03], [0.01, -0.64, -0.83], [-1.35, 0.35, 0.10], [1.36, 0.50, 0.39], [0.63, -0.40, -1.10], [-0.67, 1.02, -0.62], [0.29, 0.71, -0.08], [0.74, -0.08, 1.27], [-1.75, 0.62, -0.87], [0.73, 0.02, -1.08], [0.21, -1.28, 0.52], [-0.32, 0.02, -0.66], [1.53, 0.09, 0.32], [-0.21, 0.43, 0.48], [-0.31, 0.78, -0.58], [0.39, 0.18, 0.43], [-0.10, 0.60, -0.52], [-0.72, -0.54, -0.23], [-0.40, 1.04, 0.50], [0.09, -0.09, -0.49], [0.65, -1.15, -0.21], [-0.17, -0.36, -0.27], [0.13, 0.29, -0.10], [0.62, 0.03, 0.31], [-0.46, -0.24, -0.29], [-0.19, -0.46, 0.32], [-0.42, 0.55, -0.25], [-0.36, 0.00, 0.50], [-0.42, -0.19, 0.29], [0.33, -0.68, -0.52], [-0.04, -0.33, -0.19], [0.28, -0.21, 0.09], [-0.02, 0.01, 0.03], [0.00, -0.10, -0.01], [-0.36, -0.19, 0.22], [-0.19, -0.02, -0.24], [-0.23, 0.24, 0.55], [0.03, 0.31, -0.09], [-0.06, -0.23, 0.54], [-0.06, 0.01, -0.22], [0.71, 0.79, 0.12], [0.11, -0.22, 0.48], [-0.06, -0.63, 0.04], [0.04, 0.01, -0.55], [0.24, 0.04, 0.13], [-0.48, 0.45, -0.02], [-0.10, -0.70, 0.16], [-0.31, -0.12, 0.23], [-0.07, 0.13, 0.38], [-0.11, -0.25, -0.22], [0.07, 0.01, 0.02], [-0.45, -0.30, 1.57], [-1.50, -1.68, -3.32], [2.23, 0.61, 2.17], [0.76, 0.19, 0.64], [-1.35, 0.58, -0.09], [0.72, -0.64, -0.18], [-0.50, 0.38, -0.20], [0.24, 0.85, 0.44], [-0.20, -0.29, -0.40], [-0.29, 0.41, -1.15], [-0.29, 0.09, -0.11], [0.25, 0.12, -0.03], [0.00, -0.19, 0.15], [0.16, 0.53, -0.28], [0.31, -1.73, 2.75], [-1.09, 1.97, -3.11], [0.84, 0.47, 4.91], [1.05, 0.23, -0.74], [-1.22, -0.54, -1.08], [1.65, -0.28, -0.61], [-0.20, -0.09, -0.22], [0.01, 0.21, 0.32], [-0.07, 0.27, -0.03], [0.01, 0.07, 0.03], [-0.28, -0.37, -0.56], [-0.32, -0.70, -0.91], [0.91, 2.57, -1.61], [-1.27, -0.13, -0.11], [0.19, -0.75, 0.93], [0.37, -0.04, 0.68], [0.83, -1.69, -1.58], [-0.83, 0.54, -0.27], [-1.69, 0.62, -0.38], [3.45, -2.50, 0.32], [-2.42, -0.12, 2.79], [-0.58, 0.30, -0.59], [-0.27, 1.66, 0.06], [1.24, 0.15, -0.77], [0.30, 0.40, 0.38], [0.34, -0.29, -0.13], [-0.42, -0.40, 0.69], [-1.02, -1.07, -2.04], [0.83, -0.28, 0.71], [1.22, 0.69, -0.09], [0.47, 0.66, 1.85], [-0.44, 0.14, -0.06], [-1.74, -1.51, 0.99], [-0.38, -0.41, -0.61], [-1.68, 3.01, -0.36], [3.85, -2.93, -2.80], [-0.74, -0.92, 1.16], [0.43, 1.89, 2.45], [0.72, 0.08, -1.40], [-2.03, 0.19, 0.00], [0.48, -0.16, -0.82], [-0.09, 0.65, 1.31], [-0.18, 1.91, -2.91], [0.70, -0.66, 0.67], [0.26, -0.22, 0.13], [-0.28, -0.39, 0.27], [-2.57, -1.04, 0.07], [-0.27, 0.07, -0.04], [-0.17, 1.23, -0.34], [2.15, -3.15, 2.92], [-1.79, 3.05, 0.82], [0.24, 0.14, 0.10], [1.98, 0.25, -1.86], [-0.05, -2.87, 0.08], [0.11, 0.30, -0.30], [-0.16, 1.39, 1.29], [0.54, 0.03, -0.49], [1.37, -0.43, -1.54], [-1.22, 0.53, 0.55], [0.32, -0.22, -0.04], [-0.40, 0.81, 0.30], [-1.62, 1.31, 2.50], [3.41, -1.44, 1.41], [0.27, -1.12, -2.14], [-3.12, 0.59, 1.80], [-2.33, 0.19, -4.82], [2.60, 0.83, 0.38], [1.36, -1.15, 0.56], [-1.67, 0.99, -1.30], [-0.21, -0.08, 0.38], [0.34, 0.15, 0.96], [0.28, -1.00, 0.34], [0.16, 0.60, 0.48], [-1.10, 1.96, 1.27], [1.26, -1.72, -0.13], [-0.09, -0.26, 0.00], [0.25, -1.10, 0.17], [-1.20, -0.03, 0.10], [-1.35, 0.61, 0.24], [1.77, -1.84, -2.80], [0.61, 3.99, -0.72], [-0.14, 0.17, 0.25], [-0.34, -1.40, 1.84], [0.08, -0.36, -0.12], [0.85, 1.02, -0.43], [-0.01, -2.00, 1.68], [-0.45, 0.19, -1.48]]
}